Record 1
The following is a DFT calculation (wB97M-V/def2-TZVPD) of a cluster of 4 separate species, C35H73IO5S in total.

Last column: Löwdin charge in e.
Atoms and positions in Å:
1 C 0.486568 4.145991 0.912883  -0.07
2 C 0.767263 3.303190 -0.428709  -0.25
3 O -0.131873 3.577752 -1.520797  -0.19
4 C -1.504900 3.250946 -1.223329  -0.19
5 C -1.786295 1.743168 -0.787163  -0.07
6 C -1.782878 0.663341 -1.967192  -0.38
7 C -2.470599 1.135921 -3.333373  -0.11
8 C -1.543142 2.012906 -4.308398  -0.27
9 C -0.905261 1.180047 -5.529590  -0.52
10 S -0.218590 2.463153 -6.730499  0.64
11 C -0.224320 0.350712 -2.330965  -0.09
12 C 0.472310 -0.608175 -1.213281  -0.14
13 C 2.088395 -0.520342 -1.238288  -0.17
14 O 2.615980 0.025760 -2.476447  -0.06
15 C 2.859889 -0.975651 -3.448266  -0.40
16 C 1.987324 -2.292233 -3.672404  0.00
17 O 3.854199 -0.803357 -4.202331  0.05
18 O -2.294485 -0.585359 -1.413313  -0.02
19 C -3.696731 -0.720960 -1.539485  -0.37
20 O -4.562206 0.128197 -1.251937  0.04
21 C -4.222548 -2.160322 -2.050200  -0.15
22 C -5.400767 -2.077224 -3.127748  -0.74
23 C -5.081746 -1.158954 -4.405235  -0.17
24 I -7.369748 -1.619545 -2.227722  0.74
25 H -0.348990 4.907180 0.780398  0.08
26 H 0.135631 3.389079 1.707589  0.06
27 H 1.454488 4.612936 1.329937  0.08
28 H 0.884139 2.170883 -0.224217  0.10
29 H 1.813431 3.634471 -0.790500  0.13
30 H -2.118194 3.559245 -2.151303  0.13
31 H -1.920190 3.919500 -0.374825  0.12
32 H -2.829994 1.738895 -0.290684  0.13
33 H -1.078679 1.341881 0.027469  0.11
34 H -2.754868 0.190440 -3.933259  0.11
35 H -3.374492 1.776610 -3.059847  0.13
36 H -0.721373 2.608459 -3.795221  0.10
37 H -2.239569 2.794343 -4.797230  0.11
38 H -1.643417 0.498197 -6.065080  0.08
39 H -0.008057 0.539461 -5.235478  0.06
40 H -0.826487 2.299750 -7.964240  -0.15
41 H 0.385418 1.292399 -2.508566  0.12
42 H -0.281677 -0.308710 -3.277755  0.10
43 H 0.205958 -1.690266 -1.510694  0.10
44 H 0.050405 -0.455486 -0.167278  0.11
45 H 2.403256 0.084415 -0.314789  0.12
46 H 2.491627 -1.576694 -1.077354  0.12
47 H 2.114332 -2.981829 -2.765798  0.09
48 H 0.880795 -2.010876 -3.762336  0.07
49 H 2.260745 -2.844629 -4.644096  0.11
50 H -4.659524 -2.662570 -1.106444  0.12
51 H -3.354090 -2.821507 -2.418972  0.12
52 H -5.531870 -3.146767 -3.540556  0.08
53 H -5.107149 -0.041599 -4.200405  0.08
54 H -5.788448 -1.485682 -5.254580  0.08
55 H -4.027298 -1.461903 -4.773326  0.08
56 C -0.419368 5.331954 7.323611  -0.11
57 C -1.236746 4.093836 6.981859  -0.27
58 C -0.487347 2.784695 7.234350  -0.23
59 C 0.780297 2.585543 6.398127  -0.23
60 C 0.578258 2.639127 4.883227  -0.27
61 C -0.337781 1.541195 4.359047  -0.11
62 H 0.476446 5.409033 6.702086  0.07
63 H -1.013786 6.234285 7.158800  0.07
64 H -0.110845 5.318064 8.372569  0.08
65 H -1.570879 4.149742 5.941167  0.10
66 H -2.144043 4.096582 7.595213  0.10
67 H -1.173003 1.948849 7.061763  0.10
68 H -0.212334 2.732389 8.294242  0.11
69 H 1.219158 1.616439 6.663389  0.11
70 H 1.524819 3.337380 6.679896  0.10
71 H 1.556090 2.535125 4.400095  0.09
72 H 0.192564 3.619263 4.581444  0.10
73 H 0.054512 0.552357 4.612098  0.08
74 H -0.416556 1.603949 3.270134  0.05
75 H -1.347250 1.627557 4.768077  0.07
76 C -3.286664 -8.982634 -3.537886  -0.11
77 C -2.408674 -8.878964 -2.298430  -0.27
78 C -2.874530 -7.804839 -1.314336  -0.23
79 C -2.855632 -6.371618 -1.853935  -0.23
80 C -1.497975 -5.880742 -2.359690  -0.27
81 C -0.431119 -5.836664 -1.274026  -0.11
82 H -3.273729 -8.058065 -4.120814  0.06
83 H -2.930432 -9.786679 -4.186875  0.07
84 H -4.322191 -9.203280 -3.264704  0.08
85 H -1.370860 -8.701236 -2.597000  0.10
86 H -2.417988 -9.845931 -1.784509  0.11
87 H -2.256415 -7.863017 -0.412695  0.10
88 H -3.896118 -8.038008 -0.992508  0.11
89 H -3.201846 -5.699934 -1.059212  0.11
90 H -3.586737 -6.277624 -2.663934  0.10
91 H -1.624265 -4.869809 -2.763177  0.09
92 H -1.152130 -6.500338 -3.194264  0.10
93 H -0.739374 -5.186287 -0.450692  0.08
94 H 0.504733 -5.444448 -1.681200  0.06
95 H -0.224190 -6.830536 -0.870387  0.07
96 C 4.752685 2.618187 0.416824  -0.10
97 C 4.188477 2.509301 1.827217  -0.27
98 C 4.708891 3.591807 2.773921  -0.23
99 C 6.220205 3.572742 3.020737  -0.23
100 C 6.773953 2.260802 3.578389  -0.27
101 C 6.211782 1.904226 4.948012  -0.11
102 H 5.837688 2.488389 0.404096  0.07
103 H 4.319945 1.844141 -0.222792  0.06
104 H 4.516554 3.591278 -0.023002  0.08
105 H 4.398205 1.513742 2.231092  0.10
106 H 3.097053 2.593958 1.772112  0.08
107 H 4.182245 3.504852 3.730046  0.09
108 H 4.438058 4.575007 2.371194  0.11
109 H 6.466029 4.385028 3.714773  0.11
110 H 6.744826 3.807548 2.088828  0.10
111 H 7.861780 2.353338 3.663167  0.10
112 H 6.592356 1.438475 2.877658  0.10
113 H 6.422391 2.694588 5.673646  0.08
114 H 6.668157 0.980733 5.313684  0.07
115 H 5.130954 1.746558 4.912710  0.06

Cartesian forces, eV/Å:
-0.160 -1.278 0.537
1.811 0.619 0.261
-0.415 -0.649 1.081
-0.987 0.187 0.488
-0.984 -0.173 0.046
2.570 1.655 -0.041
0.182 -0.061 0.319
-0.541 0.115 -0.841
-0.062 0.017 -0.049
-0.142 -0.292 -0.248
-0.603 -1.628 0.597
0.022 -0.545 -1.111
-1.394 -0.674 1.426
-0.216 -2.446 -0.259
3.459 0.428 -2.756
-0.703 0.405 0.535
-3.776 -0.372 2.758
-2.546 0.140 -1.316
-2.336 0.346 0.336
3.421 -2.076 -0.942
0.206 0.108 0.974
1.024 -0.609 -0.980
0.157 -1.080 -0.091
0.985 -0.154 -0.469
1.343 -0.835 0.085
0.377 1.299 -0.978
-1.609 -0.556 -0.856
-0.486 1.702 -0.208
-1.746 -0.547 0.229
1.054 -0.700 1.391
0.814 -0.958 -1.178
1.540 0.001 -0.940
-0.939 0.886 -1.238
0.150 1.519 1.102
0.937 -1.184 -0.538
-1.084 -0.871 -0.521
1.130 -1.220 0.725
0.773 1.024 0.797
-1.259 0.949 -0.259
0.093 -0.400 1.211
-1.001 -1.219 0.210
0.331 1.326 1.288
0.223 1.670 0.610
0.722 -0.026 -1.314
-0.021 -0.453 -1.831
-0.386 1.468 -0.168
-0.250 0.894 -1.363
1.520 -0.410 0.323
0.036 1.186 1.699
0.773 0.697 -1.437
-1.323 1.133 0.373
0.096 1.693 0.860
-0.128 -1.539 -0.248
0.919 0.883 1.385
-1.501 0.552 0.628
-0.054 0.122 -0.102
0.010 -0.052 0.132
-0.071 -0.083 -0.050
0.070 0.102 0.042
0.088 -0.069 0.036
-0.049 0.085 -0.129
-0.031 0.011 0.068
0.096 -0.014 0.043
0.029 0.002 -0.065
0.013 -0.044 0.023
0.025 -0.036 -0.082
0.041 0.010 0.007
-0.025 0.018 -0.053
-0.019 0.045 -0.038
-0.034 -0.030 0.008
-0.023 0.067 0.021
0.024 -0.044 0.050
-0.056 0.036 0.011
-0.049 -0.081 0.046
0.048 -0.048 -0.028
0.096 -0.057 -0.120
-0.108 -0.023 0.082
0.088 -0.001 0.083
-0.080 0.008 -0.104
-0.083 0.051 0.059
0.138 0.005 -0.097
-0.040 -0.059 0.022
-0.087 0.063 -0.005
0.038 0.050 -0.035
-0.021 0.017 0.043
0.058 0.076 -0.005
-0.032 0.029 -0.021
0.058 0.000 -0.026
0.034 -0.017 -0.036
0.007 -0.022 0.035
-0.009 -0.052 -0.042
-0.056 0.022 0.053
0.011 -0.066 -0.004
-0.012 -0.030 0.094
-0.006 0.073 0.014
-0.040 -0.174 -0.031
-0.031 0.130 -0.026
-0.063 -0.037 0.119
0.050 0.013 -0.129
0.046 0.107 0.032
0.024 -0.182 -0.007
-0.070 0.035 -0.034
0.078 0.090 -0.069
0.058 -0.036 0.004
0.000 0.038 0.037
0.021 -0.035 0.064
0.027 0.022 -0.009
-0.001 -0.054 0.002
-0.005 -0.059 -0.025
-0.042 0.007 0.030
-0.057 -0.016 -0.065
-0.005 0.075 0.017
-0.060 -0.031 -0.029
-0.068 0.068 0.051
0.043 0.030 0.042

Computed properties:
Kohn-Sham gap: 9.3 eV
multiplicity: 1
SMILES string: CCOCC[C@@](CCCS)(CCCOC(C)=O)OC(=O)C[C@H](C)I.CCCCCC.CCCCCC.CCCCCC
HOMO level: -9.03 eV
LUMO: 0.0102 Eh



Record 2
The following is a DFT calculation (wB97M-V/def2-TZVPD) of a cluster of 11 separate species, C35H73NO10PS2 in total.

Last column: Löwdin charge in e.
Atoms and positions in Å:
1 S 2.374618 0.097287 1.978190  0.26
2 P 0.993534 -0.954192 1.129018  0.40
3 C 1.263264 -1.392555 -0.677138  -0.91
4 S 0.426125 -2.980071 -0.838288  0.84
5 C 0.705752 -0.323250 -1.621065  -0.23
6 C 1.583291 0.912882 -1.798433  -0.17
7 C 3.021395 0.558182 -2.148827  -0.17
8 C 3.651841 -0.392696 -1.160776  -0.13
9 N 2.763768 -1.603728 -0.937543  0.03
10 H -0.307726 -0.469274 1.014586  -0.01
11 H 0.815475 -2.251838 1.632993  -0.03
12 H 0.302733 -2.903902 -2.170385  -0.10
13 H -0.271423 -0.048683 -1.221292  0.08
14 H 0.525543 -0.783526 -2.597343  0.11
15 H 1.540168 1.548791 -0.911991  0.12
16 H 1.159460 1.483448 -2.623540  0.12
17 H 3.065155 0.141373 -3.159040  0.13
18 H 3.646716 1.450259 -2.159082  0.12
19 H 4.602966 -0.786399 -1.513789  0.14
20 H 3.797894 0.044733 -0.179678  0.06
21 H 2.827801 -2.206016 -1.761666  0.16
22 H 3.153537 -2.143442 -0.159014  0.15
23 C 8.152985 -0.100598 2.646037  -0.01
24 C 7.060209 -0.950245 2.058726  -0.49
25 O 7.195146 -1.590549 1.035892  0.04
26 C 5.741836 -0.957146 2.791922  -0.05
27 H 9.060310 -0.160004 2.050277  0.07
28 H 7.828056 0.939928 2.706477  0.10
29 H 8.366879 -0.418935 3.668263  0.10
30 H 5.337883 0.055643 2.848874  0.06
31 H 5.861450 -1.300978 3.820455  0.09
32 H 5.039582 -1.603741 2.272076  0.05
33 C -3.741491 2.071935 0.895475  -0.01
34 C -2.995131 1.189137 -0.057681  -0.47
35 O -1.867864 0.789531 0.190394  0.00
36 C -3.708310 0.802004 -1.316754  -0.01
37 H -3.126981 2.296100 1.763778  0.09
38 H -4.038699 2.994826 0.394443  0.09
39 H -4.674140 1.594045 1.202694  0.07
40 H -3.971480 1.699826 -1.879722  0.10
41 H -4.640052 0.289194 -1.073473  0.06
42 H -3.100013 0.137776 -1.926107  0.08
43 C -7.087670 -2.062693 -3.392501  -0.02
44 C -6.193219 -2.560461 -2.286126  -0.49
45 O -5.410866 -1.818353 -1.727689  0.03
46 C -6.358636 -4.001694 -1.895611  -0.01
47 H -6.888915 -1.013701 -3.596583  0.08
48 H -6.932927 -2.658614 -4.294239  0.09
49 H -8.132993 -2.185052 -3.101589  0.08
50 H -6.174223 -4.656204 -2.747678  0.06
51 H -7.388813 -4.170654 -1.574752  0.09
52 H -5.672575 -4.255887 -1.090692  0.08
53 C -9.430019 -1.292422 1.438247  -0.02
54 C -8.892253 -0.868555 0.091442  -0.50
55 O -9.520900 -1.043679 -0.926929  0.06
56 C -7.524651 -0.236657 0.083972  -0.03
57 H -10.414176 -1.739062 1.324900  0.08
58 H -8.747338 -2.005536 1.904737  0.09
59 H -9.486081 -0.430053 2.105775  0.08
60 H -6.791964 -0.947492 0.473103  0.09
61 H -7.492390 0.652087 0.718603  0.05
62 H -7.253033 0.032273 -0.933888  0.08
63 C -6.862586 4.397124 3.238472  -0.02
64 C -7.503439 3.325015 2.398208  -0.48
65 O -6.869321 2.649524 1.616387  0.04
66 C -8.988805 3.149704 2.579807  -0.01
67 H -5.794317 4.453524 3.042955  0.08
68 H -7.341026 5.356302 3.035137  0.08
69 H -7.041933 4.190921 4.295083  0.08
70 H -9.500758 4.090403 2.369715  0.09
71 H -9.211015 2.911594 3.621731  0.09
72 H -9.362132 2.366025 1.925187  0.07
73 C 13.195538 0.773110 1.381212  -0.02
74 C 11.770745 1.229367 1.209398  -0.50
75 O 11.214890 1.932966 2.020503  0.06
76 C 11.068042 0.762874 -0.044261  -0.02
77 H 13.604799 1.171752 2.306026  0.08
78 H 13.224618 -0.317625 1.395487  0.07
79 H 13.800673 1.101981 0.533361  0.09
80 H 11.052346 -0.325659 -0.059615  0.06
81 H 11.618753 1.091295 -0.928388  0.09
82 H 10.053485 1.155343 -0.074134  0.08
83 C -3.171977 -7.713277 -3.763279  -0.02
84 C -4.529109 -7.323826 -4.299653  -0.49
85 O -5.255044 -6.565461 -3.699608  0.06
86 C -4.931200 -7.937469 -5.616749  -0.02
87 H -2.991521 -7.216865 -2.813407  0.08
88 H -3.118595 -8.795588 -3.633059  0.09
89 H -2.396562 -7.446416 -4.484132  0.08
90 H -4.925709 -9.026197 -5.538237  0.09
91 H -4.205958 -7.675872 -6.389723  0.09
92 H -5.920654 -7.592373 -5.903494  0.08
93 C -9.259367 5.968895 7.216552  -0.02
94 C -8.604087 6.464029 5.950918  -0.51
95 O -9.067275 6.230182 4.858640  0.05
96 C -7.338895 7.270139 6.121777  -0.02
97 H -10.157405 5.406009 6.976948  0.08
98 H -8.563716 5.343232 7.779455  0.09
99 H -9.511449 6.812767 7.861326  0.09
100 H -6.588100 6.681478 6.653018  0.09
101 H -7.536994 8.150286 6.736112  0.09
102 H -6.955836 7.576583 5.151915  0.08
103 C 5.688013 5.323140 -3.570850  -0.02
104 C 4.877148 4.237838 -4.232168  -0.51
105 O 5.363612 3.442484 -4.999239  0.07
106 C 3.407214 4.173975 -3.872670  -0.03
107 H 6.722764 5.265388 -3.896882  0.08
108 H 5.274824 6.302857 -3.817852  0.09
109 H 5.633244 5.225862 -2.484666  0.09
110 H 2.905762 5.116530 -4.096278  0.09
111 H 3.297597 4.005608 -2.798233  0.08
112 H 2.939656 3.367171 -4.432796  0.08
113 C 12.422836 -4.422170 -0.234496  -0.02
114 C 11.563975 -3.392726 0.455167  -0.50
115 O 12.031326 -2.594933 1.237452  0.06
116 C 10.094252 -3.390686 0.116979  -0.02
117 H 13.456951 -4.322649 0.084034  0.08
118 H 12.058423 -5.425729 -0.007252  0.09
119 H 12.352057 -4.300679 -1.317202  0.09
120 H 9.652769 -4.366878 0.326049  0.09
121 H 9.958317 -3.206892 -0.951445  0.09
122 H 9.571743 -2.626030 0.684309  0.06

Cartesian forces, eV/Å:
-0.217 -0.084 0.016
0.280 0.106 -0.081
0.250 0.264 0.104
0.076 -0.024 -0.092
-0.027 -0.168 0.012
-0.029 0.049 0.065
0.041 0.027 -0.077
-0.101 -0.073 0.085
0.011 -0.169 -0.062
-0.185 0.131 0.077
-0.009 -0.052 0.155
-0.135 -0.072 -0.085
-0.097 0.061 -0.095
0.092 -0.029 -0.047
0.045 -0.067 0.053
-0.041 0.134 0.058
0.015 -0.061 -0.013
-0.010 0.052 -0.088
0.033 -0.041 0.008
-0.055 0.122 -0.007
-0.008 -0.022 0.066
0.005 -0.004 -0.043
0.097 -0.089 -0.065
-0.096 0.012 -0.015
0.038 0.111 0.024
-0.008 -0.004 0.037
-0.019 0.001 0.009
-0.008 0.000 -0.017
-0.010 -0.013 -0.004
0.012 0.005 -0.011
0.067 -0.012 -0.001
-0.035 0.008 0.038
0.049 -0.022 0.024
-0.004 -0.086 0.033
0.045 -0.012 -0.057
0.018 0.030 0.004
-0.013 0.014 0.007
-0.009 0.002 0.005
0.037 0.029 -0.020
-0.015 0.000 -0.010
0.016 0.009 -0.028
0.008 0.023 0.003
0.027 -0.040 -0.013
-0.231 0.106 -0.053
0.111 -0.168 -0.021
0.099 0.043 0.074
0.002 -0.002 -0.011
0.008 0.000 -0.001
0.007 0.032 0.035
-0.024 -0.002 0.003
-0.009 -0.007 -0.007
-0.022 0.001 0.009
-0.028 0.031 -0.026
0.118 -0.008 0.084
-0.025 -0.046 -0.037
-0.015 0.040 -0.041
-0.001 -0.002 0.012
0.004 -0.011 -0.017
-0.007 0.011 -0.006
0.007 -0.005 0.007
-0.059 -0.051 -0.007
0.017 -0.005 0.004
0.068 -0.014 -0.040
-0.133 0.102 0.068
0.044 0.036 0.059
0.011 -0.011 -0.013
-0.007 -0.020 -0.015
0.000 0.008 0.020
0.007 -0.010 0.004
0.007 0.003 -0.011
0.008 -0.018 0.002
-0.013 0.004 0.000
-0.021 0.000 0.043
0.092 0.053 -0.113
-0.098 -0.029 0.059
-0.017 0.070 0.018
0.005 -0.008 -0.017
0.004 -0.038 0.017
-0.021 0.008 0.007
-0.012 -0.126 -0.008
-0.002 -0.001 0.021
0.024 -0.009 -0.007
-0.025 0.013 -0.010
0.005 -0.088 -0.034
0.063 0.010 -0.027
-0.009 0.013 0.006
0.013 -0.004 -0.002
-0.018 -0.003 0.013
0.000 0.018 0.004
-0.012 -0.002 0.017
-0.001 0.019 0.002
0.003 -0.006 -0.008
-0.006 -0.003 -0.026
0.011 0.064 0.106
0.014 -0.058 -0.039
-0.017 -0.014 -0.018
0.000 -0.001 0.012
0.004 -0.013 -0.015
-0.011 0.012 -0.015
0.000 -0.015 -0.013
-0.016 0.007 -0.011
0.008 0.004 0.007
0.010 0.005 -0.052
-0.087 0.038 0.075
0.031 -0.040 0.026
0.036 -0.043 -0.012
0.000 0.010 0.009
0.001 -0.002 -0.021
0.001 -0.022 0.002
0.037 0.020 -0.012
-0.015 0.010 0.005
-0.042 0.008 0.024
-0.011 -0.007 0.018
0.008 0.044 0.022
-0.021 0.022 -0.065
-0.011 -0.003 -0.011
-0.007 -0.003 -0.007
0.002 -0.003 0.018
0.007 0.017 -0.003
0.028 -0.023 0.008
0.021 -0.002 -0.003
-0.027 0.013 -0.007

Computed properties:
Kohn-Sham gap: 8.1 eV
multiplicity: 1
total charge: +1
relative energy (zero: lowest compared OMol25 entry of this formula, charge and spin): 0.00 kJ/mol
HOMO level: -10.69 eV
LUMO: -0.0938 Eh